Formula: C4H11NO5P
Source: OMol25
Level of theory: wB97M-V/def2-TZVPD

Computed properties:
**SMILES string**: C[C@H](N)OC[C@H](O)[P@@](=O)([O-])O
**Energy above the lowest of the compared OMol25 structures with the same formula, charge and spin**: 36.19 kJ/mol
**E_HOMO**: -4.9 eV
**DFT total energy**: -25346.0802 eV

Geometry as ORCA input:
```
! wB97M-V def2-TZVPD RIJCOSX def2/J DEFGRID3
* xyz -1 1
C -1.598 0.737 -1.194
C -0.213 -0.966 0.883
C -2.203 0.290 0.158
C 0.989 -1.047 -0.259
N -1.872 1.250 1.212
O 1.126 1.732 0.228
O 2.632 0.504 -1.591
O 3.061 0.143 0.860
O 1.828 -2.175 -0.222
O -1.524 -0.980 0.523
P 1.968 0.555 -0.023
H -0.473 0.645 -1.030
H -1.894 1.711 -1.462
H -1.778 0.109 -2.032
H 0.141 -0.175 1.510
H -0.119 -1.957 1.313
H -3.292 0.163 0.111
H 0.588 -1.042 -1.243
H 3.268 -0.170 -1.541
H -2.204 0.925 2.149
H -0.915 1.655 1.191
H 2.483 -1.908 0.458
*
```

=====

Formula: C6H16N
Source: OMol25
Level of theory: wB97M-V/def2-TZVPD

Computed properties:
**Energy above the lowest of the compared OMol25 structures with the same formula, charge and spin**: 446.94 kJ/mol
**E_HOMO**: -13.3 eV
**DFT total energy**: -7960.8000 eV

Geometry as ORCA input:
```
! wB97M-V def2-TZVPD RIJCOSX def2/J DEFGRID3
* xyz 1 1
C 1.511 -1.594 -0.826
C 1.315 -0.104 -0.787
C 0.836 0.495 0.368
C -0.780 0.748 -1.177
C 1.060 -0.124 1.699
C 1.001 0.653 2.976
N -3.856 0.004 -1.940
H 2.064 -1.864 -1.831
H 0.620 -2.196 -0.917
H 2.081 -2.094 0.070
H 1.698 0.355 -1.729
H 0.659 1.565 0.519
H -1.458 0.297 -0.464
H -0.783 0.353 -2.120
H -0.539 1.724 -1.184
H 2.035 -0.596 1.935
H 0.242 -0.831 1.758
H 1.805 1.336 3.106
H 1.292 -0.042 3.794
H 0.013 1.100 3.235
H -3.602 0.582 -2.718
H -4.466 -0.758 -2.151
H -4.334 0.591 -1.242
*
```

=====

Formula: C4H8NO
Source: OMol25
Level of theory: wB97M-V/def2-TZVPD

Computed properties:
**SMILES string**: O[C@@H]1CC=C[NH2+]1
**Energy above the lowest of the compared OMol25 structures with the same formula, charge and spin**: 186.79 kJ/mol
**E_HOMO**: -15.1 eV
**DFT total energy**: -7806.1669 eV

Geometry as ORCA input:
```
! wB97M-V def2-TZVPD RIJCOSX def2/J DEFGRID3
* xyz 1 1
C 1.503 0.352 -0.237
C 1.139 -0.915 -0.211
C 0.398 1.353 -0.082
C -0.852 0.149 0.466
N -0.260 -1.150 0.049
O -1.946 0.264 -0.390
H 2.418 0.831 -0.438
H 1.893 -1.623 -0.449
H 0.628 2.046 0.720
H 0.086 1.640 -0.978
H -1.167 0.100 1.592
H -0.682 -1.238 -0.805
H -0.369 -1.908 0.725
H -2.789 0.100 0.039
*
```

=====

Formula: C4H4ClNO2S2
Source: OMol25
Level of theory: wB97M-V/def2-TZVPD

Computed properties:
**Energy above the lowest of the compared OMol25 structures with the same formula, charge and spin**: 330.90 kJ/mol
**E_HOMO (alpha / beta)**: -10.0 / -10.0 eV
**DFT total energy**: -43985.4312 eV

Geometry as ORCA input:
```
! wB97M-V def2-TZVPD RIJCOSX def2/J DEFGRID3
* xyz 0 1
C 0.507 -2.220 -0.397
C 0.085 -1.141 0.447
C 1.482 -1.828 -1.326
C 0.800 -0.078 0.072
N 0.345 2.106 0.904
O -1.686 0.895 1.778
O -1.951 3.115 0.881
S 1.932 -0.192 -1.239
S -1.255 1.871 0.887
Cl -1.692 1.026 -0.948
H -0.053 -3.123 -0.175
H -0.651 -0.908 1.144
H 1.568 -2.328 -2.265
H 0.571 2.803 0.235
*
```

=====

Formula: C31H49F4N2NbO5
Source: OMol25
Level of theory: wB97M-V/def2-TZVPD

Computed properties:
**E_HOMO**: -0.4 eV
**DFT total energy**: -58567.7727 eV

Geometry as ORCA input:
```
! wB97M-V def2-TZVPD RIJCOSX def2/J DEFGRID3
* xyz -2 1
C 4.200 2.747 2.831
C 4.040 1.459 1.879
C 5.079 0.318 2.013
C 4.884 -0.891 1.055
C 3.691 -1.004 0.033
C 3.681 -2.322 -0.864
C 3.957 -2.032 -2.446
C 2.400 -3.284 -0.618
C 2.598 0.133 -0.068
O 1.469 0.038 -0.962
C 0.367 -0.457 -0.129
Nb -1.746 0.133 -0.839
N -2.377 -1.762 0.003
C -1.050 2.170 -1.609
C 0.048 2.914 -0.705
C -0.327 4.451 -0.436
C 0.026 5.460 -1.640
N 0.269 4.804 -2.960
C -1.554 -0.918 -2.825
C -1.746 -0.160 -4.195
O -0.564 0.560 -4.691
C -3.104 0.640 -4.463
F -4.289 -0.162 -4.309
F -3.211 1.912 -3.879
F -3.092 0.910 -5.897
O -3.736 0.785 -1.182
C -4.705 -0.265 -1.196
C -5.526 -0.423 0.203
C -6.494 -1.725 0.102
C -6.392 0.953 0.371
C -5.686 1.965 1.452
C -7.883 0.683 0.962
C -2.046 0.979 1.278
O -1.994 0.178 2.310
O -2.256 2.327 1.567
C 2.841 1.362 0.867
H 3.843 3.664 2.244
H 5.304 2.924 3.108
H 3.536 2.677 3.775
H 5.924 0.403 2.786
H 5.656 -1.741 1.129
H 4.587 -2.974 -0.549
H 4.443 -1.008 -2.557
H 3.040 -2.200 -3.099
H 4.753 -2.791 -2.815
H 2.649 -4.399 -0.666
H 1.905 -3.032 0.396
H 1.637 -3.070 -1.437
H 0.547 -0.186 0.981
H 0.372 -1.611 -0.168
H -2.721 -2.412 -0.717
H -3.028 -1.641 0.787
H -0.677 2.189 -2.686
H -2.000 2.841 -1.595
H 0.105 2.400 0.308
H 1.048 2.904 -1.269
H 0.312 4.784 0.473
H -1.450 4.571 -0.194
H -0.838 6.231 -1.705
H 0.979 6.073 -1.399
H 0.712 5.480 -3.606
H -0.618 4.474 -3.368
H -2.288 -1.819 -2.820
H -0.503 -1.415 -2.853
H -1.818 -1.019 -4.982
H -0.336 0.233 -5.584
H -4.366 -1.264 -1.636
H -5.534 0.098 -1.933
H -4.852 -0.500 1.118
H -5.933 -2.668 -0.240
H -7.285 -1.485 -0.712
H -7.020 -1.959 1.100
H -6.478 1.541 -0.609
H -6.290 1.975 2.431
H -5.587 2.988 0.960
H -4.657 1.541 1.705
H -7.871 -0.086 1.806
H -8.567 0.421 0.087
H -8.230 1.681 1.429
H 2.159 2.272 0.876
F 7.419 -4.055 1.769
C 6.865 -4.009 2.991
C 7.077 -2.900 3.794
C 6.498 -2.851 5.058
C 5.723 -3.916 5.509
C 5.521 -5.028 4.695
C 6.090 -5.073 3.427
H 7.689 -2.084 3.430
H 6.651 -1.983 5.691
H 5.275 -3.879 6.497
H 4.920 -5.859 5.049
H 5.936 -5.926 2.777
*
```

=====

Formula: C6H13N
Source: OMol25
Level of theory: wB97M-V/def2-TZVPD

Computed properties:
**SMILES string**: C=CCC[C@H](C)N
**Energy above the lowest of the compared OMol25 structures with the same formula, charge and spin**: 331.93 kJ/mol
**E_HOMO**: -9.0 eV
**DFT total energy**: -7919.3929 eV

Geometry as ORCA input:
```
! wB97M-V def2-TZVPD RIJCOSX def2/J DEFGRID3
* xyz 0 1
C 1.815 -0.948 -1.500
C 1.171 0.146 -0.659
C 0.467 -0.660 0.505
C -0.672 0.116 1.221
C -3.133 0.056 0.745
C -1.896 0.049 0.243
N 1.919 1.262 -0.247
H 1.796 -0.762 -2.641
H 2.950 -1.000 -1.308
H 1.008 -1.916 -1.506
H 0.146 0.597 -1.208
H -0.022 -1.505 -0.048
H 1.246 -1.198 1.068
H -0.630 1.145 1.631
H -0.864 -0.519 2.043
H -3.899 -0.567 0.238
H -3.232 0.359 1.807
H -1.923 0.207 -0.834
H 2.194 1.772 -1.111
H 1.287 2.002 0.273
*
```

=====

Formula: CH8OSi2
Source: OMol25
Level of theory: wB97M-V/def2-TZVPD

Computed properties:
**Energy above the lowest of the compared OMol25 structures with the same formula, charge and spin**: 427.66 kJ/mol
**E_HOMO**: -8.0 eV
**DFT total energy**: -18963.7812 eV

Geometry as ORCA input:
```
! wB97M-V def2-TZVPD RIJCOSX def2/J DEFGRID3
* xyz 0 1
C 1.078 0.529 0.624
O 1.242 1.709 0.083
Si -2.596 -0.278 -0.029
Si 2.402 -0.646 -0.058
H -1.415 0.584 -0.325
H 0.617 2.364 0.412
H -3.499 0.310 1.008
H -2.082 -1.558 0.054
H -3.775 -0.282 -1.064
H 2.790 -2.023 0.762
H 1.580 -0.968 -1.323
H 3.657 0.259 -0.143
*
```

=====

Formula: C6H8O2
Source: OMol25
Level of theory: wB97M-V/def2-TZVPD

Computed properties:
**SMILES string**: C1C[C@H]2O[C@@H]2[C@H]2O[C@H]12
**Energy above the lowest of the compared OMol25 structures with the same formula, charge and spin**: 811.96 kJ/mol
**E_HOMO**: -9.4 eV
**DFT total energy**: -10438.3110 eV

Geometry as ORCA input:
```
! wB97M-V def2-TZVPD RIJCOSX def2/J DEFGRID3
* xyz 0 1
C -1.131 -1.060 0.814
C -1.612 0.499 0.467
C -0.756 0.984 -0.647
C 0.723 0.797 -0.452
C 0.905 -0.643 -0.401
C 0.389 -0.909 0.853
H -1.550 -1.332 1.770
H -1.540 -1.671 0.177
H -1.364 1.018 1.442
H -2.728 0.223 0.384
H -1.122 0.375 -1.499
H 1.069 0.980 0.603
H 0.333 -1.045 -1.155
H 0.577 -0.266 1.835
O 0.176 1.974 -1.171
O 1.726 -1.511 0.251
*
```

=====

Formula: C4H7ClO2S2
Source: OMol25
Level of theory: wB97M-V/def2-TZVPD

Computed properties:
**SMILES string**: CSC(=S)CC(=O)O.Cl
**Energy above the lowest of the compared OMol25 structures with the same formula, charge and spin**: 14.51 kJ/mol
**E_HOMO**: -9.0 eV
**DFT total energy**: -42547.8728 eV

Geometry as ORCA input:
```
! wB97M-V def2-TZVPD RIJCOSX def2/J DEFGRID3
* xyz 0 1
C 2.759 -1.220 0.229
C 0.668 0.532 -0.692
C -0.833 0.728 -0.843
C -1.541 1.269 0.459
H 3.317 -0.937 -0.725
H 2.952 -0.709 1.173
H 2.830 -2.290 0.403
H -1.402 -0.286 -1.034
H -1.247 1.410 -1.546
H -0.634 0.021 1.475
H -2.707 -1.001 0.578
O -1.340 0.633 1.572
O -2.342 2.165 0.227
S 0.996 -1.148 0.026
S 1.642 1.854 -0.614
Cl -3.118 -1.022 -0.688
*
```

=====

Question: Among the records above, which one has the highest DFT total energy?
Answer: C4H8NO